[1]
Entry from OMol25: a cluster of 3 separate species, C20H49BBrN3O7 in total (ωB97M-V with the def2-TZVPD basis set).

The gap between HOMO and LUMO comes out at 8.9 eV. The LUMO energy comes out at 0.0122 Ha. Its SMILES is CCOB(O)[C@@H](OC)[C@H](N)CCCBr.COCCNCCOC.COCCNCCOC. The multiplicity is 1.

Atoms and positions in Å:
Br -4.443 3.108 3.754
O -1.735 0.132 -0.088
O 1.256 -2.580 -1.853
O -5.162 -1.098 -2.824
O -0.415 3.212 3.176
O 3.726 -0.877 -5.314
O 2.341 1.879 3.219
O 0.912 0.089 2.526
N 4.110 -1.521 -2.470
N -2.213 -0.130 -2.980
N -0.912 0.038 5.114
C -4.973 -0.985 -1.427
C 3.841 0.194 4.138
C 3.649 -2.322 -1.346
C -2.176 0.885 3.194
C -1.178 0.994 -1.073
C 2.466 -3.257 -1.578
C -4.457 1.257 4.379
C -0.751 4.366 3.922
C -1.281 1.248 4.370
C -4.684 -0.013 -3.598
C -1.021 -1.082 0.056
C -3.227 -0.158 -4.025
C 4.655 -2.280 -3.584
C -3.522 0.316 3.627
C 1.010 -2.269 -3.213
C -2.113 1.128 -2.255
C 3.551 0.518 -5.193
C 4.939 -1.372 -4.761
C -0.053 2.077 3.960
C 3.545 1.155 3.002
B 1.114 1.291 3.200
H 2.300 -3.815 -0.653
H 4.491 -2.920 -0.980
H -1.672 0.134 2.581
H -2.307 1.755 2.554
H -5.296 0.007 -4.503
H -0.204 0.613 -1.399
H -3.130 -1.106 -4.559
H -1.505 4.922 3.366
H 0.131 4.998 4.068
H 5.459 -1.939 -5.537
H -5.016 0.058 -1.100
H 1.394 -0.667 2.861
H 3.977 0.737 5.073
H -0.582 -0.668 4.466
H -5.778 -1.538 -0.943
H -1.726 1.897 -2.932
H 3.373 -1.636 -0.541
H 1.399 -1.286 -3.494
H 2.671 -3.993 -2.366
H 3.510 0.636 2.039
H -2.403 -0.871 -2.315
H -1.027 1.976 -0.617
H 5.581 -0.543 -4.451
H -0.070 -2.248 -3.355
H -1.111 -1.715 -0.833
H 3.044 -0.539 4.277
H -5.492 0.947 4.271
H -1.169 4.107 4.898
H 5.590 -2.752 -3.267
H -4.019 -1.406 -1.095
H -3.335 -0.518 4.310
H -3.079 1.485 -1.872
H -3.003 0.637 -4.744
H -1.429 -1.616 0.914
H 4.388 1.066 -5.638
H 3.986 -3.079 -3.934
H 3.450 0.836 -4.149
H -4.040 -0.092 2.757
H -4.861 0.929 -3.066
H 4.339 1.898 2.936
H 2.639 0.774 -5.729
H 1.448 -3.019 -3.878
H 0.417 2.427 4.895
H -0.169 0.215 5.781
H 0.039 -0.888 0.229
H -4.225 1.307 5.439
H 4.760 -0.356 3.929
H 3.343 -0.951 -2.807
H -1.876 1.861 5.058

Cartesian forces, eV/Å:
-0.03 0.04 -0.05
0.01 -0.11 -0.06
-0.01 0.03 0.03
0.05 -0.02 0.01
-0.03 0.02 -0.03
-0.03 0.00 0.07
0.04 -0.04 0.60
-0.40 0.06 0.44
-0.07 0.00 -0.06
-0.05 -0.01 0.07
0.01 -0.07 -0.07
-0.04 0.01 0.01
0.10 0.00 -0.03
0.03 0.03 0.05
0.13 -0.25 0.03
-0.01 0.10 0.04
0.02 -0.02 0.02
-0.02 -0.12 0.07
-0.01 -0.04 0.02
-0.12 0.18 0.10
-0.02 0.03 -0.03
0.05 0.03 -0.06
0.02 -0.03 -0.03
-0.03 0.00 0.00
-0.05 0.03 -0.04
-0.05 -0.02 -0.01
-0.02 -0.03 0.01
0.02 0.03 -0.05
0.05 -0.01 -0.01
0.04 0.02 -0.17
0.05 0.05 -0.31
0.07 -0.06 -0.39
-0.02 -0.01 -0.01
0.00 0.00 -0.01
0.04 0.05 -0.01
-0.03 0.03 0.03
-0.02 0.00 0.01
-0.01 0.00 -0.03
0.00 0.01 -0.01
0.03 0.02 -0.02
0.01 -0.01 0.03
-0.01 0.02 -0.02
-0.01 0.00 0.01
0.33 -0.08 -0.24
-0.06 -0.01 0.02
0.04 0.02 0.02
0.00 0.00 0.00
0.00 -0.01 -0.01
0.00 -0.01 0.01
0.03 -0.02 -0.01
0.03 0.04 -0.02
-0.09 -0.05 0.03
0.00 -0.02 -0.02
0.00 -0.01 0.03
0.00 -0.02 0.03
0.00 0.02 0.00
0.04 -0.04 0.02
-0.01 0.01 0.02
0.01 -0.04 0.05
-0.03 0.01 -0.01
-0.01 0.00 0.02
0.01 0.02 -0.01
-0.07 -0.06 -0.05
0.01 0.04 0.00
0.01 0.01 0.01
-0.06 0.06 0.01
-0.01 0.00 -0.01
0.03 -0.01 -0.01
0.02 -0.01 0.00
0.02 0.10 -0.06
0.03 0.00 0.01
-0.01 0.01 -0.02
0.00 0.00 0.01
-0.01 0.00 0.00
0.02 0.00 0.00
-0.07 0.04 0.05
0.01 -0.07 0.03
0.08 0.10 -0.02
0.01 0.01 0.00
0.00 0.01 0.02
0.04 0.07 -0.03

These are the Mulliken partial charges, in e, on atoms 1 to 2: -0.21, -0.06



[2]
Entry from OMol25: a structure of composition C47H38F15GeN8O2RuS (ωB97M-V with the def2-TZVPD basis set).

The gap between HOMO and LUMO (alpha / beta) comes out at 3.9 / 5.1 eV. The LUMO energy (alpha / beta) comes out at -0.4152 / -0.3751 Ha. The multiplicity is 5. The net charge is +3.

Atoms and positions in Å:
Ru 0.964 -0.723 0.086
Ge -3.116 0.460 1.538
S -0.952 -0.086 1.483
F -2.692 -1.410 -0.983
F -4.756 1.640 6.502
F -6.052 0.481 1.616
F -4.694 -0.983 7.244
F -7.991 -0.631 -0.023
F -4.082 2.331 3.943
F -4.566 2.146 -0.711
F -4.542 -2.558 -2.633
F -3.212 -2.113 2.892
F -1.558 2.729 2.805
F -3.417 6.507 0.672
F -3.926 -2.894 5.449
F -7.207 -2.140 -2.158
F -1.749 5.451 2.560
F -4.818 4.848 -0.980
O 0.223 -0.532 -1.830
O 1.546 1.256 -0.022
N 4.943 -0.441 -0.821
N 4.981 -1.474 -1.649
N 3.796 -0.390 -0.296
N -0.968 1.593 -3.900
N 1.818 -0.769 1.955
N 0.951 4.018 -1.552
N 0.502 -2.733 -0.103
N 3.030 -1.384 -0.747
C -3.644 0.103 3.416
C 3.781 -2.070 -1.596
C -6.309 -1.620 -1.346
C -3.952 2.972 0.151
C 2.869 4.912 4.029
C -4.362 -0.636 6.019
C -0.679 2.131 -1.492
C -4.043 1.056 4.333
C -4.397 0.708 5.637
C -3.155 2.417 1.134
C 6.143 -1.825 -2.421
C -1.814 -4.156 -5.601
C -3.350 5.199 0.835
C -0.651 0.452 -4.481
C 2.022 3.487 0.612
C -2.415 3.277 1.926
C -0.336 -1.323 -2.647
C -0.715 -0.884 -3.981
C -5.736 -0.289 0.570
C -4.069 4.350 -0.008
C -6.711 -0.843 -0.252
C 0.899 -3.028 2.339
C -1.124 -1.844 -4.917
C 7.832 -1.935 -0.532
C -1.324 -3.187 -4.599
C 1.961 1.672 2.276
C -0.405 3.622 -1.244
C -3.970 -1.616 5.102
C 1.957 4.058 -0.706
C -3.617 -1.220 3.820
C 7.149 -2.709 -1.651
C -4.951 -1.831 -1.589
C 0.947 -3.635 0.943
C 1.782 2.083 0.904
C -0.103 -3.285 -1.097
C 2.518 3.947 2.966
C 2.438 4.342 1.630
C -4.386 -0.479 0.331
C -2.501 4.658 1.803
C -4.015 -1.253 -0.744
C 6.509 -4.000 -1.152
C -0.522 -2.719 -2.344
C -1.634 1.755 -2.630
C 1.987 0.290 2.665
C -1.043 -3.595 -3.295
C 2.037 -2.042 2.605
C 2.269 2.607 3.261
H -0.066 -2.537 2.498
H 2.646 5.374 1.382
H 7.276 -4.640 -0.728
H 6.636 -0.893 -2.703
H -1.362 -1.510 -5.916
H -1.201 -4.630 -3.030
H -0.287 -4.361 -1.037
H -0.580 3.846 -0.187
H 2.265 0.153 3.713
H 1.095 4.438 -2.462
H 1.987 5.133 4.634
H 0.338 -4.544 0.930
H 8.335 -1.056 -0.925
H 3.244 5.847 3.623
H -0.869 2.430 -4.462
H -1.083 1.694 -0.576
H 7.910 -2.975 -2.392
H 0.276 1.641 -1.685
H -2.411 2.513 -2.754
H 5.802 -2.348 -3.316
H 6.036 -4.544 -1.967
H 3.498 -2.943 -2.143
H -2.862 -4.390 -5.403
H -2.105 0.802 -2.382
H 5.770 -3.813 -0.374
H 8.576 -2.565 -0.055
H 7.125 -1.610 0.230
H 2.137 -1.898 3.687
H -0.384 0.536 -5.530
H 3.607 4.493 4.710
H 2.346 2.285 4.288
H -1.738 -3.773 -6.614
H 2.812 4.651 -1.015
H 1.983 -3.922 0.716
H 2.980 -2.465 2.238
H 0.988 -3.843 3.057
H -1.073 4.247 -1.840
H -1.274 -5.097 -5.527

Cartesian forces, eV/Å:
-0.13 0.74 -1.27
-1.41 0.36 0.47
-0.58 0.11 0.19
-0.09 -0.17 -0.27
-0.03 -0.05 0.02
-0.45 0.01 -0.15
0.02 0.04 -0.07
-0.03 -0.03 -0.02
-0.18 0.21 0.34
-0.19 0.45 -0.07
-0.13 0.05 0.09
0.03 -0.36 0.22
-0.06 0.36 0.10
-0.02 -0.19 0.03
-0.02 0.06 0.06
0.06 0.03 0.11
-0.14 -0.04 -0.10
0.00 0.05 0.03
0.71 0.91 1.55
-0.55 -1.50 -0.98
1.23 0.72 -0.04
-1.54 -0.53 0.21
0.11 0.46 0.54
0.49 -0.95 -0.99
-0.21 0.34 -0.09
1.43 0.29 0.61
-0.52 0.21 -0.30
0.50 -0.72 -0.64
0.20 0.03 -0.56
0.16 0.43 0.25
0.24 0.15 0.20
0.19 0.02 -0.03
-0.07 0.27 0.64
0.10 0.09 -0.37
0.14 -0.09 -0.22
0.01 -0.33 0.14
0.10 -0.07 -0.32
0.24 -0.62 0.17
1.23 -0.36 -0.32
-0.46 -0.51 -0.22
0.10 -0.23 -0.02
-0.36 0.79 0.27
-0.40 -1.12 0.18
0.02 0.06 -0.18
-0.79 -1.37 -1.35
0.27 -0.25 1.17
0.21 -0.18 -0.15
0.06 -0.20 0.03
0.30 0.01 0.04
0.19 0.09 -0.17
-0.14 -0.73 0.26
-0.02 -0.09 -0.13
0.27 0.78 0.29
-0.28 0.00 -0.94
-0.83 -0.66 0.19
0.07 0.15 -0.25
-0.76 0.02 -0.62
-0.04 0.31 0.10
-0.23 0.10 0.00
0.17 0.09 0.07
0.28 -0.54 0.78
0.47 1.28 1.45
0.02 -0.13 -0.12
-0.18 -0.42 -0.63
0.05 -0.18 0.57
0.64 0.13 0.36
0.10 -0.20 0.05
-0.25 0.16 0.13
0.15 0.17 -0.15
0.13 0.94 -0.21
-0.04 0.09 1.01
0.38 0.49 0.25
0.10 0.64 -0.38
0.00 -0.93 0.35
0.10 0.68 -0.40
0.00 -0.14 0.14
0.12 0.13 0.00
0.01 -0.11 0.07
-0.17 -0.05 -0.08
0.04 -0.01 -0.23
0.03 -0.19 0.06
0.06 0.10 0.17
0.05 0.09 -0.12
-0.06 -0.15 -0.13
0.16 0.16 0.11
0.00 0.12 0.00
0.08 0.13 -0.10
0.08 0.13 0.02
0.06 0.04 0.03
0.00 -0.15 -0.14
0.10 0.07 -0.11
-0.07 0.05 -0.03
-0.38 0.11 0.13
-0.06 -0.15 -0.10
-0.07 0.13 0.04
-0.09 -0.14 -0.08
-0.04 -0.23 -0.20
-0.06 0.00 -0.11
-0.06 0.07 -0.09
-0.09 0.04 0.13
0.09 -0.03 0.10
-0.08 0.01 0.10
0.05 0.08 -0.19
0.02 0.18 -0.02
0.12 0.07 -0.03
0.10 -0.11 0.18
0.02 -0.03 -0.07
0.00 0.03 -0.24
-0.13 -0.01 0.04
-0.07 0.07 0.05
-0.04 0.03 0.00
0.11 0.12 0.09
0.09 -0.03 -0.12

These are the Mulliken partial charges, in e, on atoms 1 to 2: 0.32, 1.10